w:
Here is 2 unconnected molecules or ions with the total composition C4H10N4 from the Open Molecules 2025 dataset. Energies are from the ωB97M-V functional and the def2-TZVPD basis.

```
! wB97M-V def2-TZVPD RIJCOSX def2/J DEFGRID3
* xyz 0 1
H 0.461 1.349 1.919
N 0.567 1.537 0.923
C 0.858 0.509 0.228
C 1.111 0.655 -1.241
N 1.267 -0.705 0.778
N 1.565 -1.799 -0.045
H 0.885 1.671 -1.549
H 2.147 0.412 -1.462
H 0.482 -0.041 -1.792
H 1.022 -0.860 1.754
H 2.209 -2.425 0.428
H 0.709 -2.304 -0.284
C -2.401 0.784 0.023
C -1.782 -0.510 0.103
N -1.474 -1.617 0.211
H -3.242 0.842 0.713
H -2.736 0.967 -0.997
H -1.648 1.533 0.289
*
```

SMILES = [H]/N=C(/C)NN.CC#N
HOMO = -8.63 eV



x:
Here is a single C4H10N4 molecule from the Open Molecules 2025 dataset. Energies are from the ωB97M-V functional and the def2-TZVPD basis.

```
! wB97M-V def2-TZVPD RIJCOSX def2/J DEFGRID3
* xyz 0 1
C 1.850 -1.339 0.286
N 1.006 -1.035 -0.595
C 0.163 0.093 -0.502
N -0.307 0.477 -1.827
N -0.356 1.865 -2.087
N 0.268 1.145 0.478
C -0.937 0.125 0.506
C -1.161 -0.952 1.526
H 2.044 -0.775 1.207
H 2.480 -2.200 0.104
H 0.248 0.009 -2.534
H 0.392 2.347 -1.582
H -1.232 2.218 -1.717
H 1.032 0.995 1.131
H -1.811 0.695 0.237
H -1.068 -0.542 2.536
H -2.168 -1.363 1.417
H -0.443 -1.765 1.417
*
```

SMILES = C=N[C@]1(NN)N[C@@H]1C
HOMO = -8.65 eV



List of relative energies, unit hartree: w 0.0000; x 0.0624



w:
Here is a single CH6P2S molecule from the Open Molecules 2025 dataset. Energies are from the ωB97M-V functional and the def2-TZVPD basis.

```
! wB97M-V def2-TZVPD RIJCOSX def2/J DEFGRID3
* xyz 0 1
P 0.332 -1.730 -0.156
C -0.344 -0.210 0.756
P 0.223 1.224 -0.279
S 1.894 1.134 -0.341
H -0.568 -2.591 0.358
H -0.332 -1.399 -1.277
H -1.373 -0.125 1.041
H 0.302 0.094 1.547
H -0.276 2.461 0.020
H 0.141 1.141 -1.669
*
```

SMILES = PC[PH2]=S
HOMO = -8.59 eV



x:
Here is 2 unconnected molecules or ions with the total composition CH6P2S from the Open Molecules 2025 dataset. Energies are from the ωB97M-V functional and the def2-TZVPD basis.

```
! wB97M-V def2-TZVPD RIJCOSX def2/J DEFGRID3
* xyz 0 1
C -0.102 -1.942 0.305
P -0.298 2.376 -0.896
P -0.452 -0.530 -0.816
S -0.943 0.879 0.595
H -1.000 -2.655 0.504
H 0.276 -1.564 1.365
H 0.689 -2.553 -0.122
H 0.959 2.842 -0.260
H -0.925 3.495 -0.294
H 1.795 -0.350 -0.381
*
```

HOMO (alpha / beta) = -8.57 / -8.12 eV



List of relative energies, unit hartree: w 0.0101; x 0.0000



w:
Here is 2 unconnected molecules or ions with the total composition C6H12OSi from the Open Molecules 2025 dataset. Energies are from the ωB97M-V functional and the def2-TZVPD basis.

```
! wB97M-V def2-TZVPD RIJCOSX def2/J DEFGRID3
* xyz 0 1
C -1.589 -1.726 -1.845
Si 0.153 -0.947 -1.760
C 1.285 -1.757 -0.435
O 0.686 0.065 -2.714
H -1.829 -2.665 -2.377
H -1.918 -2.009 -0.835
H -2.251 -0.950 -2.202
H 0.640 -2.207 0.334
H 1.958 -2.437 -0.799
H 1.956 -0.982 -0.012
C 1.921 2.403 -0.434
C 1.141 1.791 0.390
C 0.412 1.191 1.321
C -0.764 1.754 2.080
H 2.868 2.785 -0.312
H 1.791 2.041 -1.505
H 0.795 0.181 1.640
H -0.865 1.289 3.080
H -1.652 1.671 1.561
H -0.490 2.956 2.186
*
```

SMILES = C[Si](C)=O.C=C=CC
HOMO = -9.29 eV



x:
Here is 2 unconnected molecules or ions with the total composition C6H12OSi from the Open Molecules 2025 dataset. Energies are from the ωB97M-V functional and the def2-TZVPD basis.

```
! wB97M-V def2-TZVPD RIJCOSX def2/J DEFGRID3
* xyz 0 1
C -1.125 2.363 -0.623
C -1.907 1.276 -0.463
C -2.158 0.084 -0.176
C -1.427 -1.126 0.373
C -2.919 -1.210 0.060
H -1.099 3.141 0.132
H -0.407 2.365 -1.449
H -0.808 -1.892 -0.212
H -1.141 -0.926 1.484
H -3.583 -1.003 0.922
H -3.440 -1.878 -0.628
C 2.518 -0.050 -1.040
Si 2.219 -0.420 0.872
O 0.854 0.130 1.501
H 3.478 -0.624 -1.233
H 1.722 -0.238 -1.794
H 2.711 1.064 -1.246
H 2.801 -1.833 1.019
H 3.426 0.259 1.477
H 0.285 0.519 1.025
*
```

SMILES = C=C=C1CC1.C[SiH2]O
HOMO = -9.07 eV



y:
Here is a molecular structure, C6H12OSi from the Open Molecules 2025 dataset. Energies are from the ωB97M-V functional and the def2-TZVPD basis.

```
! wB97M-V def2-TZVPD RIJCOSX def2/J DEFGRID3
* xyz 0 1
C -0.221 -1.104 0.223
C 4.374 0.570 -0.370
C 1.003 -0.398 -0.272
C 3.135 0.293 -0.680
C -3.528 1.569 0.644
C 2.293 -0.569 0.082
O -3.338 0.424 -0.217
Si -2.554 -0.996 -0.356
H -0.339 -0.896 1.258
H -0.074 -2.147 0.058
H 4.991 1.271 -0.980
H 4.818 0.149 0.606
H 0.762 0.453 -0.878
H 2.554 0.629 -1.567
H -2.880 1.506 1.473
H -4.595 1.471 1.034
H -3.385 2.425 0.043
H 2.565 -1.108 0.984
H -2.701 -1.539 -1.729
H -2.878 -2.001 0.644
*
```

HOMO = -8.18 eV



List of relative energies, unit hartree: w 0.0000; x 0.0717; y 0.0303



w:
Here is 2 unconnected molecules or ions with the total composition C6H11ClN2 from the Open Molecules 2025 dataset. Energies are from the ωB97M-V functional and the def2-TZVPD basis.

```
! wB97M-V def2-TZVPD RIJCOSX def2/J DEFGRID3
* xyz 0 1
C 2.625 0.367 1.352
C 1.550 1.314 0.845
N 0.481 0.614 0.125
C 0.643 -0.273 -0.907
C -0.576 -0.738 -1.251
N -1.477 -0.062 -0.457
C -0.819 0.763 0.348
C -2.880 -0.403 -0.382
H 3.274 0.045 0.541
H 2.156 -0.463 1.877
H 3.245 0.889 2.080
H 1.921 2.099 0.186
H 1.082 1.824 1.686
H 1.617 -0.428 -1.335
H -0.905 -1.421 -2.032
H -1.257 1.479 1.021
H -3.314 -0.568 -1.363
H -3.421 0.371 0.164
H -3.066 -1.300 0.211
Cl -0.879 -4.109 -2.707
*
```

HOMO = -6.46 eV



x:
Here is 2 unconnected molecules or ions with the total composition C6H11ClN2 from the Open Molecules 2025 dataset. Energies are from the ωB97M-V functional and the def2-TZVPD basis.

```
! wB97M-V def2-TZVPD RIJCOSX def2/J DEFGRID3
* xyz 0 1
C 0.503 0.865 0.965
C -1.390 -0.326 0.321
C -0.915 0.932 1.124
C -0.079 -0.651 -0.633
C -1.299 2.120 0.229
C 0.406 -2.076 -0.575
N 0.901 0.245 -0.066
N 2.993 -0.449 -0.634
Cl 3.434 -0.555 0.991
H -1.412 -1.200 1.005
H -2.271 -0.182 -0.295
H -1.420 1.207 2.143
H -0.287 -0.344 -1.613
H -0.651 3.066 0.212
H -2.286 2.423 0.479
H -1.246 1.853 -0.784
H 1.373 -2.175 -1.251
H -0.400 -2.841 -0.909
H 0.748 -2.304 0.371
H 3.298 0.393 -1.078
*
```

HOMO (alpha / beta) = -8.70 / -8.75 eV



List of relative energies, unit hartree: w 0.0000; x 0.1950



w:
Here is 2 unconnected molecules or ions with the total composition C5H14N2O2 from the Open Molecules 2025 dataset. Energies are from the ωB97M-V functional and the def2-TZVPD basis.

```
! wB97M-V def2-TZVPD RIJCOSX def2/J DEFGRID3
* xyz 0 1
H 1.184 0.785 -1.976
N 0.755 0.996 -1.080
C 1.193 0.232 -0.120
C 2.254 -0.826 -0.303
N 1.095 0.735 1.167
C 0.135 1.759 1.500
O 1.332 -0.165 2.216
H 2.882 -0.600 -1.158
H 2.923 -0.929 0.544
H 1.771 -1.800 -0.445
H 0.023 2.395 0.625
H 0.516 2.338 2.343
H -0.839 1.329 1.770
H 0.560 -0.752 2.306
C -2.047 0.187 -1.107
C -1.703 -1.008 -0.281
O -1.658 -2.225 -0.983
H -0.976 0.624 -1.451
H -2.442 0.993 -0.496
H -2.755 -0.032 -1.901
H -2.385 -1.165 0.558
H -0.608 -0.799 0.094
H -1.211 -2.071 -1.823
*
```

SMILES = [H]/N=C(\C)N(C)O.CCO
HOMO = -8.92 eV



x:
Here is 2 unconnected molecules or ions with the total composition C5H14N2O2 from the Open Molecules 2025 dataset. Energies are from the ωB97M-V functional and the def2-TZVPD basis.

```
! wB97M-V def2-TZVPD RIJCOSX def2/J DEFGRID3
* xyz 0 1
C 2.302 -1.202 -0.883
C 1.507 -0.648 0.268
C 0.689 -1.426 1.033
N 0.469 -2.768 0.860
O -0.137 -0.871 1.946
H 2.746 -0.390 -1.456
H 3.115 -1.852 -0.551
H 1.664 -1.783 -1.551
H 1.919 0.235 0.741
H -0.408 -3.099 1.232
H 0.732 -3.159 -0.028
H -0.106 0.119 1.790
C -1.823 1.853 0.761
C -0.951 1.145 -0.273
N -0.398 2.147 -1.155
O -1.726 0.161 -0.969
H -2.277 1.129 1.435
H -1.232 2.571 1.324
H -2.641 2.391 0.271
H 0.033 0.490 -0.008
H -1.125 2.673 -1.634
H 0.189 1.719 -1.860
H -2.541 0.566 -1.295
*
```

SMILES = C/C=C(\N)O.C[C@H](N)O
HOMO = -7.58 eV



List of relative energies, unit hartree: w 0.0673; x 0.0000